Formula: C4H6NO3
Source: OMol25
Level of theory: ωB97M-V with the def2-TZVPD basis set

XYZ file:
```
14
Properties=species:S:1:pos:R:3:nbo_charge:R:1
O -0.6079 1.2596 2.0454 -0.780
C 0.1660 1.1600 1.0798 0.745
O 1.3604 1.5301 1.0186 -0.792
C -0.4714 0.4450 -0.2242 -0.162
C 0.2066 -0.9356 -0.4133 -0.522
C 1.6772 -0.8215 -0.7733 0.437
O 2.1573 -1.5325 -1.6439 -0.580
N -1.9176 0.3515 0.0031 -0.853
H -0.3028 1.1200 -1.0708 0.180
H -0.2612 -1.5575 -1.1911 0.210
H 0.0072 -1.5725 0.4693 0.221
H 2.2574 0.0172 -0.4184 0.172
H -2.1813 1.0716 0.6595 0.387
H -2.0896 -0.5354 0.4592 0.337
```

Its SMILES is N[C@H](CC=O)C(=O)[O-]. The spin multiplicity is 1. Its HOMO energy is -4.1 eV. Its net charge is -1. Its strongest force on any atom is 1.8 eV/Å. Its energy above the lowest of the compared OMol25 structures with the same formula, charge and spin is 1.236 eV. The calculation puts the HOMO-LUMO gap at 8.14 eV.

=====

Formula: C5H14N2
Source: OMol25
Level of theory: ωB97M-V with the def2-TZVPD basis set

XYZ file:
```
21
Properties=species:S:1:pos:R:3:nbo_charge:R:1
N -0.1220 1.6250 0.5615 -0.855
C -0.0550 0.4829 -0.3235 -0.045
C -0.8297 -0.7518 0.1674 -0.388
C -0.4262 -1.2350 1.5544 -0.400
C 1.0092 -1.6864 1.6729 -0.616
C -0.3366 0.8461 -1.7773 -0.218
N 0.5057 1.9818 -2.1421 -0.841
H -0.8220 1.5735 1.2887 0.358
H -0.2999 2.4708 0.0318 0.379
H 0.9710 0.0569 -0.3735 0.149
H -0.5231 -1.5294 -0.5442 0.195
H -1.9069 -0.6218 0.0622 0.199
H -0.7364 -0.5527 2.3235 0.199
H -1.0517 -2.1016 1.7473 0.201
H 1.1001 -2.3791 2.5157 0.211
H 1.7660 -0.9145 1.8121 0.214
H 1.3161 -2.2687 0.8030 0.200
H -1.3785 1.1344 -1.9433 0.180
H -0.1437 -0.0440 -2.3684 0.165
H 0.4891 2.1533 -3.1405 0.359
H 1.4747 1.7602 -1.9277 0.352
```

Its SMILES is CCC[C@H](N)CN. The spin multiplicity is 1. Its HOMO energy is -8.8 eV. Its net charge is 0. Its strongest force on any atom is 1.0 eV/Å. Its energy above the lowest of the compared OMol25 structures with the same formula, charge and spin is 0.460 eV. The calculation puts the HOMO-LUMO gap at 9.93 eV.

=====

Formula: C33H25N3P2S2Sn
Source: OMol25
Level of theory: ωB97M-V with the def2-TZVPD basis set

XYZ file:
```
66
Properties=species:S:1:pos:R:3:nbo_charge:R:1
Sn -0.6287 -0.7372 -0.8573 0.956
S -0.3332 -3.0434 -0.6280 -0.034
C -1.2318 -3.4494 -2.1181 -0.186
C -1.2917 -4.8092 -2.4037 -0.151
C -2.0081 -5.2802 -3.4935 -0.076
C -2.0430 -6.6910 -3.7540 0.222
N -2.0767 -7.8205 -3.9539 -0.188
C -2.6920 -4.3770 -4.3148 -0.085
C -2.6323 -3.0199 -4.0365 -0.160
C -1.8978 -2.5449 -2.9558 -0.172
S -1.8691 -0.7596 -2.8252 -0.024
C -3.4542 -4.8291 -5.4434 0.223
N -4.0638 -5.1654 -6.3556 -0.188
H -0.7789 -5.5198 -1.7694 0.254
H -3.1627 -2.3310 -4.6805 0.256
C 1.7227 1.4079 2.2128 -0.435
N 0.9403 0.6862 1.1814 -1.083
P 1.3829 0.7688 -0.4662 1.350
C 1.1762 2.4167 -1.1094 -0.462
C 2.0828 3.4225 -0.7584 -0.197
C 1.8647 4.7183 -1.1930 -0.130
C 0.7582 5.0117 -1.9822 -0.160
C -0.1375 4.0140 -2.3426 -0.184
C 0.0691 2.7167 -1.9040 -0.176
C 3.0576 0.2219 -0.6424 -0.504
C 3.8425 0.7319 -1.6800 -0.154
C 5.1203 0.2318 -1.8703 -0.190
C 5.6092 -0.7646 -1.0366 -0.132
C 4.8245 -1.2781 -0.0090 -0.210
C 3.5443 -0.7949 0.1864 -0.114
P -0.7043 0.3330 1.4484 1.369
C -1.7206 1.7617 1.7086 -0.473
C -1.6370 2.4515 2.9240 -0.194
C -2.4024 3.5885 3.1115 -0.133
C -3.2557 4.0260 2.1039 -0.157
C -3.3508 3.3342 0.9038 -0.185
C -2.5799 2.2017 0.7012 -0.168
C -0.8017 -0.7845 2.8219 -0.502
C -1.9912 -0.8668 3.5504 -0.157
C -2.1064 -1.8091 4.5587 -0.191
C -1.0456 -2.6603 4.8392 -0.125
C 0.1366 -2.5822 4.1112 -0.214
C 0.2601 -1.6523 3.0950 -0.121
H 2.7694 1.4276 1.9135 0.237
H 1.6466 0.8751 3.1596 0.236
H 1.3608 2.4300 2.3304 0.224
H 2.9578 3.1945 -0.1614 0.231
H 2.5627 5.4998 -0.9254 0.237
H 0.6002 6.0247 -2.3273 0.246
H -0.9853 4.2449 -2.9730 0.242
H -0.6255 1.9406 -2.2109 0.206
H 3.4645 1.5094 -2.3310 0.237
H 5.7354 0.6229 -2.6688 0.247
H 6.6096 -1.1470 -1.1882 0.246
H 5.2134 -2.0551 0.6345 0.243
H 2.9305 -1.1978 0.9830 0.205
H -0.9947 2.0939 3.7202 0.232
H -2.3444 4.1289 4.0462 0.238
H -3.8600 4.9093 2.2618 0.246
H -4.0309 3.6712 0.1336 0.243
H -2.6651 1.6569 -0.2336 0.213
H -2.8164 -0.1987 3.3379 0.236
H -3.0227 -1.8768 5.1286 0.247
H -1.1392 -3.3905 5.6317 0.245
H 0.9588 -3.2467 4.3388 0.242
H 1.1796 -1.5916 2.5252 0.205
```

The spin multiplicity is 1. Its HOMO energy is -14.0 eV. Its net charge is +2. Its strongest force on any atom is 0.3 eV/Å. Its energy above the lowest of the compared OMol25 structures with the same formula, charge and spin is 0.227 eV. The calculation puts the HOMO-LUMO gap at 7.12 eV.

=====

Formula: C4H36O13
Source: OMol25
Level of theory: ωB97M-V with the def2-TZVPD basis set

XYZ file:
```
53
Properties=species:S:1:pos:R:3:nbo_charge:R:1
C 1.5583 -0.8323 -1.4995 -0.616
C -0.3797 2.4850 -0.9433 -0.620
C 0.4828 1.4709 -1.6936 -0.410
C 0.3131 0.0119 -1.2234 -0.414
H 1.6430 -1.0373 -2.5652 0.191
H 1.4360 -1.8120 -1.0287 0.236
H 2.3805 -0.3206 -1.0032 0.199
H -0.4387 2.2804 0.1323 0.211
H -1.3759 2.5286 -1.3671 0.201
H 0.0552 3.4828 -0.8682 0.215
H 1.5201 1.8213 -1.6451 0.205
H 0.2764 1.5291 -2.7684 0.183
H -0.0586 0.0222 -0.1980 0.207
H -0.5777 -0.3098 -1.7611 0.197
H -2.5807 0.8873 1.0705 0.514
H -3.1257 1.2285 2.5515 0.474
O -2.3550 1.0108 2.0253 -1.010
H -1.8211 -3.2878 -3.7036 0.477
H -0.5065 -2.8836 -4.2963 0.492
O -0.8773 -3.2810 -3.4996 -0.953
H 2.5784 1.4993 0.6852 0.496
H 2.9172 2.8402 1.3601 0.481
O 3.2292 2.2285 0.6839 -0.974
H 1.3070 -0.0958 5.1135 0.478
H -0.0086 0.6783 5.0837 0.506
O 0.3674 -0.1860 5.3007 -0.960
H 4.3049 1.1058 1.8250 0.501
H 4.7270 -0.1862 1.1457 0.474
O 4.5557 0.1790 2.0229 -0.956
H -2.0317 1.3007 -3.6059 0.506
H -3.5621 0.7237 -3.5079 0.500
O -2.7278 0.9063 -3.0728 -0.987
H 1.0495 1.3013 2.9600 0.508
H 0.0204 2.4992 3.2487 0.480
O 0.6645 1.9022 3.6353 -1.013
H -3.1529 0.7437 -1.0255 0.488
H -2.7518 -0.6949 -0.7238 0.515
O -3.2051 0.0766 -0.3255 -0.985
H 0.0766 -0.6374 -3.8223 0.474
H -1.4529 -0.4516 -3.6397 0.489
O -0.7547 -0.5741 -4.3005 -0.972
H -1.7011 -2.8018 -0.2331 0.506
H -1.4124 -2.7908 -1.8029 0.501
O -2.0270 -2.5203 -1.1026 -1.020
H -0.1058 -0.8592 3.6914 0.508
H -1.4251 -0.5412 2.8146 0.513
O -0.5460 -0.9472 2.8176 -1.046
H -0.0807 -3.9376 1.2687 0.476
H -0.2077 -2.4276 1.5227 0.512
O -0.0929 -3.0962 0.7994 -0.986
H 2.7921 -0.0915 1.9516 0.513
H 1.2233 -0.3831 1.5786 0.515
O 1.8644 0.2436 1.9376 -1.019
```

The spin multiplicity is 1. Its HOMO energy is -10.8 eV. Its net charge is 0. Its strongest force on any atom is 1.8 eV/Å. Its energy above the lowest of the compared OMol25 structures with the same formula, charge and spin is 0.000 eV. The calculation puts the HOMO-LUMO gap at 10.99 eV.

=====

Formula: C5H10O2
Source: OMol25
Level of theory: ωB97M-V with the def2-TZVPD basis set

XYZ file:
```
17
Properties=species:S:1:pos:R:3:nbo_charge:R:1
C -0.0473 2.4520 -0.1832 -0.606
C -0.0707 1.0781 -0.8858 -0.409
C 0.1280 -0.0787 0.1186 0.109
O -0.9293 0.0251 1.0464 -0.742
C 0.1290 -1.5493 -0.4197 -0.548
C 0.1843 -2.5501 0.7490 0.455
O 0.0306 -2.2549 1.9194 -0.544
H -0.2442 3.2683 -0.8925 0.208
H -0.8062 2.4983 0.6033 0.226
H 0.9283 2.6528 0.2788 0.199
H -1.0443 0.9658 -1.3812 0.202
H 0.7004 1.0721 -1.6691 0.200
H 1.1026 0.1021 0.6065 0.152
H -0.7384 -0.6884 1.6757 0.489
H 0.9711 -1.7675 -1.0959 0.229
H -0.7792 -1.6199 -1.0448 0.247
H 0.4853 -3.6055 0.5745 0.130
```

Its SMILES is CC[C@@H](O)CC=O. The spin multiplicity is 1. Its HOMO energy is -10.0 eV. Its net charge is 0. Its strongest force on any atom is 0.8 eV/Å. Its energy above the lowest of the compared OMol25 structures with the same formula, charge and spin is 1.444 eV. The calculation puts the HOMO-LUMO gap at 10.83 eV.

=====

Formula: C9H15CeCl2InO6P
Source: OMol25
Level of theory: ωB97M-V with the def2-TZVPD basis set

XYZ file:
```
35
Properties=species:S:1:pos:R:3:mulliken_charge:R:1
In -2.1935 -4.5098 -4.8305 1.089
Ce -0.0065 -1.3517 -1.0350 1.438
Cl 0.1533 -4.1827 -5.1728 -0.330
Cl -2.5791 -1.5339 -0.7627 -0.178
C -1.5810 0.7180 -2.4165 0.251
C -1.8792 -3.6138 -7.1265 0.187
C -3.2695 -2.1197 -4.4912 0.158
O -2.5450 1.3356 -2.4556 -0.050
O -0.9926 -3.3997 -7.8246 -0.045
O -3.9068 -1.1636 -4.5698 -0.040
C -2.3690 0.0871 4.3938 -1.308
C -1.7963 0.1936 3.0059 -0.038
O -0.6794 -0.7391 2.9206 -0.179
P 0.2440 -0.9489 1.5954 0.803
O 1.8151 -0.9450 2.0472 -0.230
C 2.4268 -0.0957 3.0456 -0.149
C 2.5195 1.3506 2.6007 -0.849
O 1.2627 0.2043 -1.4152 -0.300
C 2.2422 1.2549 -1.4722 0.230
C 1.6123 2.6051 -1.7683 -1.154
H -2.7939 -0.9002 4.5904 0.361
H -3.1911 0.7987 4.4520 0.395
H -1.6389 0.2974 5.1816 0.371
H -2.5600 -0.1069 2.2796 0.303
H -1.4438 1.2139 2.7873 0.353
H 1.8989 -0.2124 4.0004 0.331
H 3.4205 -0.5245 3.1888 0.354
H 1.5217 1.8112 2.4951 0.311
H 3.0456 1.9462 3.3605 0.388
H 3.0864 1.4174 1.6514 0.171
H 2.7665 1.2659 -0.5073 -0.007
H 3.0005 1.0050 -2.2265 0.300
H 0.8718 2.8725 -0.9990 0.321
H 2.4032 3.3699 -1.7632 0.404
H 1.1346 2.6002 -2.7593 0.337
```

The spin multiplicity is 2. Its HOMO energy (spin up / spin down) is -21.2 / -22.2 eV. Its net charge is +4. Its strongest force on any atom is 9.2 eV/Å. The calculation puts the HOMO-LUMO gap (spin up / spin down) at 3.77 / 4.76 eV.